{"formula": "C60H148N12O4", "method": "ωB97M-V/def2-TZVPD", "symbols": ["C", "C", "N", "C", "C", "C", "C", "H", "H", "H", "H", "H", "H", "H", "H", "H", "H", "H", "H", "H", "H", "H", "C", "C", "N", "C", "C", "C", "C", "H", "H", "H", "H", "H", "H", "H", "H", "H", "H", "H", "H", "H", "H", "H", "C", "C", "N", "C", "C", "C", "C", "H", "H", "H", "H", "H", "H", "H", "H", "H", "H", "H", "H", "H", "H", "H", "C", "C", "N", "C", "C", "C", "C", "H", "H", "H", "H", "H", "H", "H", "H", "H", "H", "H", "H", "H", "H", "H", "C", "C", "N", "C", "C", "C", "C", "H", "H", "H", "H", "H", "H", "H", "H", "H", "H", "H", "H", "H", "H", "H", "C", "C", "N", "C", "C", "C", "C", "H", "H", "H", "H", "H", "H", "H", "H", "H", "H", "H", "H", "H", "H", "H", "C", "C", "N", "C", "C", "C", "C", "H", "H", "H", "H", "H", "H", "H", "H", "H", "H", "H", "H", "H", "H", "H", "C", "C", "N", "C", "C", "C", "C", "H", "H", "H", "H", "H", "H", "H", "H", "H", "H", "H", "H", "H", "H", "H", "C", "C", "O", "N", "C", "H", "H", "H", "H", "H", "H", "H", "C", "C", "O", "N", "C", "H", "H", "H", "H", "H", "H", "H", "C", "C", "O", "N", "C", "H", "H", "H", "H", "H", "H", "H", "C", "C", "O", "N", "C", "H", "H", "H", "H", "H", "H", "H"], "coordinates": [[-0.66296, -1.41705, -1.18155], [-0.43653, -0.64711, 0.10487], [0.48785, 0.46059, -0.12292], [0.01728, 1.38510, -1.15025], [-1.39365, 1.95064, -1.01077], [0.77170, 1.19102, 1.10610], [1.60446, 0.39735, 2.10194], [-1.38904, -0.92596, -1.83489], [-1.02614, -2.43337, -1.02154], [0.26759, -1.48197, -1.75430], [-1.38949, -0.27872, 0.52265], [-0.04942, -1.30448, 0.88605], [0.69809, 2.24444, -1.14395], [0.14690, 0.94298, -2.14077], [-1.64457, 2.54420, -0.13064], [-1.58680, 2.55820, -1.90147], [-2.16327, 1.16750, -1.06685], [-0.15888, 1.54630, 1.58722], [1.32299, 2.11064, 0.88391], [1.79059, 1.02178, 2.98269], [2.58416, 0.09654, 1.72811], [1.09581, -0.48515, 2.49798], [3.29565, 4.53060, 6.17530], [2.48028, 3.25763, 6.28370], [1.05915, 3.51583, 6.42714], [0.32385, 2.28226, 6.70081], [0.61467, 1.70809, 8.06838], [0.50800, 4.21188, 5.27604], [0.69523, 3.50496, 3.93562], [4.36693, 4.34481, 6.15057], [3.06097, 5.16031, 7.03876], [3.02494, 5.13683, 5.30745], [2.69404, 2.56929, 5.44584], [2.83935, 2.75960, 7.18517], [-0.74539, 2.50484, 6.67547], [0.49883, 1.49705, 5.94365], [1.64777, 1.36584, 8.15614], [0.46377, 2.44425, 8.85845], [-0.01451, 0.83665, 8.25801], [0.88677, 5.23588, 5.26202], [-0.56342, 4.35217, 5.46323], [1.70693, 3.62113, 3.52956], [0.02800, 3.88551, 3.16185], [0.56288, 2.43179, 4.07281], [4.52761, 2.93234, -0.74006], [4.19096, 2.82096, 0.73318], [5.34599, 2.94518, 1.60980], [6.19718, 1.76391, 1.51532], [7.46046, 1.86883, 2.33632], [4.89082, 3.20162, 2.98065], [4.97013, 4.69865, 3.31748], [3.59942, 2.99772, -1.31443], [5.12954, 2.11438, -1.12463], [5.02906, 3.88424, -0.93069], [3.55065, 3.67161, 0.98892], [3.62444, 1.89443, 0.93696], [5.64014, 0.84487, 1.79445], [6.49462, 1.62778, 0.47443], [7.88957, 2.86409, 2.18674], [7.28155, 1.72981, 3.40133], [8.19997, 1.13506, 2.02084], [5.50094, 2.65689, 3.70014], [3.86716, 2.81744, 3.11477], [6.01009, 5.00842, 3.27286], [4.57247, 4.87405, 4.31976], [4.35876, 5.26317, 2.61332], [-4.43349, 3.70890, -4.07495], [-4.01489, 3.99563, -2.62962], [-5.13069, 4.44104, -1.77954], [-4.73219, 4.43341, -0.38606], [-5.88602, 4.77827, 0.55731], [-5.65656, 5.73662, -2.20530], [-4.77196, 6.95266, -1.94397], [-5.38784, 3.18321, -4.08372], [-3.69208, 2.99731, -4.44148], [-4.43867, 4.61823, -4.66840], [-3.70896, 3.03331, -2.21869], [-3.19066, 4.71725, -2.60189], [-3.92999, 5.13969, -0.10450], [-4.39796, 3.43074, -0.12388], [-6.13948, 5.83917, 0.52588], [-5.59602, 4.55202, 1.58625], [-6.79184, 4.21172, 0.33106], [-5.90498, 5.66488, -3.26498], [-6.62357, 5.88113, -1.71513], [-4.75533, 7.22895, -0.88817], [-3.72485, 6.75257, -2.19860], [-5.06547, 7.81395, -2.54224], [-0.66051, 5.42713, -4.14385], [0.03224, 5.04883, -5.47436], [-0.51070, 3.92096, -6.19772], [-0.49943, 2.68258, -5.43877], [0.86600, 2.35987, -4.87774], [-1.84617, 4.18366, -6.71802], [-1.89574, 5.30069, -7.74513], [-0.24419, 4.83148, -3.32698], [-1.73988, 5.29619, -4.18566], [-0.49049, 6.47470, -3.88579], [0.04082, 5.91745, -6.13847], [1.09630, 4.89532, -5.28476], [-1.21709, 2.73869, -4.58745], [-0.88651, 1.89114, -6.08345], [0.95570, 1.31490, -4.59422], [1.61856, 2.56390, -5.64548], [1.11367, 2.98498, -4.01801], [-2.51690, 4.35220, -5.86251], [-2.20525, 3.28307, -7.22332], [-2.85841, 5.30816, -8.25852], [-1.16888, 5.07457, -8.53503], [-1.64238, 6.29469, -7.38183], [-2.58649, -3.42135, 1.82769], [-2.71587, -4.50784, 0.75748], [-2.48122, -5.89672, 1.17344], [-3.34346, -6.30309, 2.29121], [-4.81430, -6.17606, 1.96459], [-1.10039, -6.16169, 1.52539], [-0.10188, -5.83760, 0.42609], [-1.66709, -3.35716, 2.40780], [-3.41337, -3.50501, 2.54329], [-2.78066, -2.47118, 1.31990], [-3.71157, -4.45824, 0.31876], [-2.00591, -4.27573, -0.03614], [-3.09041, -7.35032, 2.46936], [-3.09595, -5.72717, 3.19643], [-5.42001, -6.61704, 2.76116], [-5.14900, -5.14132, 1.88305], [-5.04646, -6.71122, 1.04245], [-1.01836, -7.24036, 1.71494], [-0.76938, -5.70585, 2.47503], [-0.01816, -4.76825, 0.20931], [-0.40299, -6.31217, -0.50918], [0.89942, -6.16520, 0.71297], [3.24587, 0.50421, -2.86593], [3.47064, -0.48450, -1.72902], [4.40718, -1.55047, -2.08927], [4.67986, -2.45134, -0.99142], [5.25700, -1.74432, 0.21119], [4.07605, -2.24364, -3.32179], [2.70637, -2.93210, -3.36496], [2.63011, 1.34060, -2.54221], [2.72888, 0.00443, -3.68656], [4.21127, 0.88787, -3.19780], [3.91715, 0.06328, -0.89602], [2.50844, -0.87401, -1.35212], [3.78960, -3.04172, -0.70326], [5.41967, -3.18841, -1.32522], [5.65115, -2.45616, 0.94267], [6.01333, -1.00762, -0.05455], [4.48577, -1.22546, 0.79326], [4.86144, -2.97381, -3.52810], [4.11238, -1.52698, -4.14497], [1.86285, -2.24739, -3.25080], [2.58213, -3.71644, -2.61663], [2.58451, -3.36895, -4.36164], [5.45432, -4.69117, 5.41019], [4.28694, -3.89277, 4.85972], [3.23492, -4.74651, 4.32097], [2.25566, -3.96954, 3.58465], [2.80419, -3.43015, 2.27476], [2.58460, -5.55879, 5.35310], [2.19873, -6.93590, 4.84344], [5.82492, -5.33862, 4.61384], [5.19310, -5.30683, 6.26797], [6.26156, -4.01729, 5.69871], [3.87558, -3.18560, 5.60285], [4.69900, -3.31543, 4.02952], [1.85200, -3.13539, 4.19190], [1.40554, -4.61867, 3.36273], [3.33059, -4.20087, 1.70875], [3.50779, -2.60515, 2.40540], [2.00631, -3.01675, 1.64795], [3.20983, -5.67611, 6.23704], [1.69713, -5.02293, 5.73814], [1.83898, -7.55188, 5.67455], [1.38148, -6.89951, 4.12915], [3.08328, -7.41309, 4.42635], [-2.47299, 0.73151, 3.11252], [-2.92380, 0.53474, 4.54015], [-3.06261, -0.55969, 5.05429], [-3.22334, 1.69397, 5.18549], [-3.49937, 1.83290, 6.60156], [-1.42059, 0.46983, 3.00512], [-2.55351, 1.77708, 2.80299], [-3.06319, 0.12604, 2.42564], [-3.21160, 2.54612, 4.65691], [-4.37355, 1.27024, 6.92133], [-3.61993, 2.89367, 6.80464], [-2.63472, 1.49913, 7.18024], [0.03782, -1.29583, -5.31668], [-0.86503, -1.36890, -6.52547], [-1.17600, -0.36809, -7.15703], [-1.22227, -2.61484, -6.89414], [-1.95430, -2.87433, -8.11280], [0.25000, -2.28229, -4.89742], [-0.40313, -0.69102, -4.52557], [0.99607, -0.88918, -5.63951], [-0.85819, -3.40763, -6.38277], [-2.78509, -3.56205, -7.94384], [-1.30102, -3.31199, -8.87614], [-2.34541, -1.94591, -8.51690], [-0.32073, -5.12566, -3.40112], [-0.48802, -5.40648, -4.87038], [0.24600, -4.88985, -5.70737], [-1.52072, -6.21208, -5.21925], [-1.79704, -6.57489, -6.59324], [0.72696, -5.28495, -3.16130], [-0.91381, -5.82350, -2.80959], [-0.61279, -4.09187, -3.22637], [-2.18847, -6.45605, -4.51078], [-1.67256, -5.71591, -7.25200], [-2.83377, -6.89308, -6.67969], [-1.14116, -7.37632, -6.93055], [-5.35442, 0.92022, 0.01505], [-5.03398, -0.48873, -0.43287], [-3.92152, -0.97864, -0.34493], [-6.09381, -1.22661, -0.85914], [-5.92151, -2.58382, -1.33922], [-6.29734, 0.94914, 0.55887], [-5.40308, 1.58587, -0.85059], [-4.54580, 1.26441, 0.65412], [-6.97341, -0.76984, -1.01879], [-6.77158, -2.85401, -1.95948], [-5.87029, -3.29083, -0.50538], [-4.98621, -2.67937, -1.88755]], "lowdin_charge": [-0.070, -0.245, -0.162, -0.250, -0.071, -0.260, -0.077, 0.068, 0.054, 0.056, 0.093, 0.099, 0.107, 0.096, 0.073, 0.053, 0.060, 0.091, 0.102, 0.051, 0.055, 0.062, -0.096, -0.259, -0.177, -0.273, -0.090, -0.248, -0.080, 0.073, 0.088, 0.054, 0.112, 0.106, 0.089, 0.115, 0.061, 0.081, 0.073, 0.106, 0.108, 0.057, 0.077, 0.044, -0.077, -0.266, -0.178, -0.270, -0.090, -0.249, -0.065, 0.062, 0.058, 0.083, 0.114, 0.092, 0.115, 0.105, 0.083, 0.061, 0.072, 0.100, 0.092, 0.074, 0.013, 0.073, -0.080, -0.256, -0.182, -0.285, -0.091, -0.249, -0.078, 0.082, 0.060, 0.064, 0.087, 0.094, 0.118, 0.075, 0.061, 0.070, 0.077, 0.104, 0.107, 0.064, 0.065, 0.074, -0.067, -0.249, -0.186, -0.257, -0.086, -0.261, -0.087, 0.060, 0.041, 0.072, 0.099, 0.105, 0.105, 0.099, 0.032, 0.092, 0.061, 0.074, 0.123, 0.070, 0.081, 0.060, -0.067, -0.241, -0.182, -0.269, -0.095, -0.284, -0.086, 0.072, 0.071, 0.048, 0.093, 0.078, 0.113, 0.115, 0.074, 0.059, 0.079, 0.115, 0.103, 0.056, 0.063, 0.074, -0.081, -0.243, -0.186, -0.266, -0.103, -0.242, -0.084, 0.043, 0.051, 0.088, 0.085, 0.103, 0.107, 0.118, 0.074, 0.075, 0.039, 0.114, 0.102, 0.037, 0.062, 0.077, -0.090, -0.266, -0.192, -0.264, -0.094, -0.268, -0.081, 0.080, 0.057, 0.072, 0.123, 0.101, 0.121, 0.097, 0.081, 0.044, 0.063, 0.097, 0.118, 0.072, 0.053, 0.075, 0.004, -0.548, 0.052, -0.003, -0.073, 0.067, 0.071, 0.073, 0.115, 0.085, 0.085, 0.070, 0.006, -0.540, 0.025, 0.021, -0.073, 0.046, 0.078, 0.091, 0.078, 0.073, 0.088, 0.078, 0.014, -0.539, 0.014, 0.014, -0.061, 0.083, 0.068, 0.084, 0.130, 0.066, 0.087, 0.090, 0.007, -0.532, 0.033, 0.005, -0.070, 0.088, 0.078, 0.066, 0.130, 0.082, 0.076, 0.083], "smiles": "CCN(CC)CC.CCN(CC)CC.CCN(CC)CC.CCN(CC)CC.CCN(CC)CC.CCN(CC)CC.CCN(CC)CC.CCN(CC)CC.CNC(C)=O.CNC(C)=O.CNC(C)=O.CNC(C)=O", "orbital_gap_ev": 8.15, "e_homo_ev": -7.87, "e_tot_ha": -3332.88633}